Below is the ion C4H9NO2 with charge +1 at a distorted geometry, with properties calculated with the ωB97M-V functional and the def2-TZVPD basis.

Geometry as XYZ:
```
16
C4H9NO2 (the ωB97M-V functional and the def2-TZVPD basis)
C -0.372 -1.224 0.454
C 0.605 -0.584 1.484
C 1.864 -0.184 0.760
O 2.125 -0.512 -0.359
N -1.337 -0.298 -0.061
C -0.926 0.714 -0.990
O -1.590 1.953 -1.004
H -0.777 -2.093 0.964
H 0.245 -1.555 -0.404
H 0.133 0.209 2.065
H 0.990 -1.279 2.230
H 2.727 0.153 1.360
H -2.154 -0.811 -0.405
H -0.905 0.295 -2.005
H 0.113 0.989 -0.786
H -2.488 1.768 -1.273
```

Calculated values
**HOMO-LUMO gap (spin up / spin down)**: 11.2 / 5.8 eV
**E_HOMO (spin up / spin down)**: -14.64 / -14.46 eV
**Multiplicity**: 2
**Relative energy (zero: lowest compared OMol25 entry of this formula, charge and spin)**: 218.05 kJ/mol
**Net charge**: +1
**E**: -9868.94209 eV
**Max |F|**: 3.33 eV Å⁻¹



Below is the ion C4H9NO2 with charge +1 at a distorted geometry, with properties calculated with the ωB97M-V functional and the def2-TZVPD basis.

Geometry as XYZ:
```
16
C4H9NO2 (the ωB97M-V functional and the def2-TZVPD basis)
O -1.087 1.282 1.808
C -0.601 0.819 0.795
N 0.805 0.697 0.802
C 1.549 0.150 -0.322
O 2.887 -0.115 0.056
C -1.345 0.274 -0.387
C -1.591 -1.249 -0.209
H 1.283 0.775 1.698
H 1.287 -0.855 -0.673
H 1.547 0.941 -1.082
H 3.388 0.686 -0.028
H -2.296 0.762 -0.593
H -0.791 0.548 -1.291
H -2.451 -1.316 0.458
H -1.928 -1.695 -1.135
H -0.657 -1.706 0.103
```

Calculated values
**HOMO-LUMO gap (spin up / spin down)**: 12.5 / 6.8 eV
**E_HOMO (spin up / spin down)**: -16.44 / -16.08 eV
**Multiplicity**: 2
**Relative energy (zero: lowest compared OMol25 entry of this formula, charge and spin)**: 186.68 kJ/mol
**Net charge**: +1
**E**: -9869.26718 eV
**Max |F|**: 2.86 eV Å⁻¹



Below is the molecule C4H9NO2S at a distorted geometry, with properties calculated with the ωB97M-V functional and the def2-TZVPD basis.

Geometry as XYZ:
```
17
C4H9NO2S (the ωB97M-V functional and the def2-TZVPD basis)
C 0.183 -1.699 -0.232
C -0.164 -0.277 -0.184
C 0.893 0.767 -0.249
C 2.266 0.117 -0.454
S -1.891 0.032 -0.137
N -1.969 0.754 1.345
O -2.266 1.080 -1.033
O -2.664 -1.161 -0.146
H -0.449 -2.572 -0.135
H 1.303 -1.901 -0.124
H 0.540 1.467 -1.003
H 0.917 1.489 0.626
H 2.971 0.959 -0.377
H 2.450 -0.622 0.300
H 2.587 -0.369 -1.428
H -2.549 0.187 1.972
H -2.157 1.749 1.259
```

Calculated values
**HOMO-LUMO gap**: 10.3 eV
**E_HOMO**: -9.74 eV
**Multiplicity**: 1
**Relative energy (zero: lowest compared OMol25 entry of this formula, charge and spin)**: 270.54 kJ/mol
**SMILES**: C=C(CC)S(N)(=O)=O
**Net charge**: 0
**E**: -20712.22895 eV
**Max |F|**: 6.87 eV Å⁻¹



Question: What is the formula in the first record?
Answer: C4H9NO2



Question: What is the relative energy (zero: lowest compared OMol25 entry of this formula, charge and spin) in the third record?
Answer: 270.54 kJ/mol